Record 1
{"formula": "C18H38NbO15S", "method": "wB97M-V/def2-TZVPD", "lumo_energy_ev": 1.959, "total_charge": -1, "species": ["C", "C", "C", "Nb", "S", "H", "H", "H", "H", "H", "H", "H", "H", "C", "O", "C", "O", "O", "C", "H", "H", "H", "H", "H", "H", "C", "O", "C", "O", "O", "C", "H", "H", "H", "H", "H", "H", "C", "O", "C", "O", "O", "C", "H", "H", "H", "H", "H", "H", "C", "O", "C", "O", "O", "C", "H", "H", "H", "H", "H", "H", "C", "O", "C", "O", "O", "C", "H", "H", "H", "H", "H", "H"], "positions_angstrom": [[-1.863, -1.887, -5.875], [-1.708, -1.072, -4.838], [-1.406, -0.295, -3.437], [-0.837, -1.842, -1.847], [-0.231, -3.808, -0.344], [-2.004, -2.860, -6.488], [-0.501, 0.412, -3.620], [-2.289, 0.380, -3.149], [0.171, -2.682, -3.145], [-2.275, -2.832, -2.389], [-1.890, -1.081, -0.581], [0.635, -0.901, -1.354], [-1.365, -4.617, -0.295], [-3.751, -4.802, -4.514], [-3.759, -6.231, -4.571], [-3.628, -6.834, -3.375], [-3.512, -6.279, -2.308], [-3.651, -8.168, -3.575], [-3.521, -8.939, -2.384], [-3.863, -4.426, -5.533], [-4.590, -4.436, -3.918], [-2.803, -4.436, -4.114], [-4.351, -8.737, -1.702], [-2.563, -8.738, -1.897], [-3.552, -9.994, -2.662], [-1.161, 4.925, -2.547], [-0.272, 5.210, -1.468], [0.012, 4.145, -0.691], [-0.414, 3.025, -0.840], [0.854, 4.549, 0.280], [1.241, 3.514, 1.183], [-1.319, 5.850, -3.104], [-0.723, 4.186, -3.223], [-2.127, 4.580, -2.170], [1.773, 2.719, 0.654], [0.369, 3.114, 1.707], [1.917, 3.948, 1.922], [1.827, 3.754, 5.943], [2.518, 2.832, 5.103], [3.616, 2.289, 5.662], [4.036, 2.518, 6.773], [4.165, 1.446, 4.767], [5.346, 0.791, 5.226], [0.963, 4.126, 5.391], [1.470, 3.257, 6.849], [2.469, 4.602, 6.194], [5.130, 0.175, 6.102], [6.130, 1.520, 5.448], [5.700, 0.139, 4.426], [5.830, -5.179, 3.778], [6.337, -3.898, 4.149], [7.620, -3.908, 4.554], [8.338, -4.879, 4.622], [7.966, -2.645, 4.871], [9.312, -2.501, 5.321], [4.791, -5.051, 3.469], [6.392, -5.587, 2.934], [5.855, -5.865, 4.628], [10.014, -2.802, 4.539], [9.477, -3.079, 6.233], [9.478, -1.446, 5.546], [-6.533, 4.568, -1.406], [-7.141, 5.622, -2.153], [-6.316, 6.227, -3.027], [-5.154, 5.952, -3.213], [-7.011, 7.193, -3.659], [-6.255, 7.922, -4.623], [-7.288, 4.154, -0.736], [-6.190, 3.773, -2.072], [-5.707, 4.951, -0.802], [-5.900, 7.260, -5.416], [-5.418, 8.438, -4.146], [-6.913, 8.671, -5.067]]}

=====

Record 2
{"formula": "C55H56AsBr2GeN2OSiW", "method": "wB97M-V/def2-TZVPD", "multiplicity": 3, "lumo_energy_ev": [1.960, 1.846], "total_charge": -1, "s_squared": 2.059, "species": ["W", "Br", "C", "C", "C", "Br", "C", "C", "C", "C", "N", "C", "C", "O", "H", "H", "H", "H", "C", "Ge", "C", "C", "C", "H", "H", "H", "H", "H", "H", "H", "H", "H", "H", "C", "C", "C", "C", "C", "C", "As", "N", "C", "C", "C", "C", "C", "C", "C", "C", "C", "C", "C", "C", "C", "C", "C", "C", "C", "C", "H", "H", "H", "H", "H", "H", "H", "H", "H", "H", "H", "H", "H", "H", "H", "H", "H", "H", "H", "H", "H", "H", "H", "H", "H", "H", "H", "C", "C", "C", "C", "C", "C", "Si", "C", "C", "C", "C", "C", "C", "C", "C", "C", "C", "C", "C", "H", "H", "H", "H", "H", "H", "H", "H", "H", "H", "H", "H", "H", "H", "H"], "positions_angstrom": [[0.114, -0.216, -0.120], [-1.663, -4.902, -0.990], [-2.217, -3.298, -1.809], [-3.348, -3.303, -2.641], [-3.759, -2.168, -3.281], [-5.290, -2.233, -4.399], [-3.068, -0.945, -3.098], [-3.385, 0.291, -3.707], [-2.621, 1.392, -3.439], [-1.569, 1.296, -2.506], [-1.283, 0.171, -1.886], [-1.973, -0.954, -2.221], [-1.480, -2.146, -1.601], [-0.395, -2.062, -0.888], [-3.889, -4.230, -2.772], [-4.225, 0.344, -4.387], [-2.821, 2.350, -3.896], [-0.975, 2.163, -2.259], [3.788, -0.119, -3.581], [3.434, 0.512, -1.744], [3.674, 2.472, -1.852], [4.862, -0.299, -0.667], [1.606, 0.013, -1.355], [4.815, 0.103, -3.878], [3.110, 0.356, -4.293], [3.641, -1.198, -3.638], [4.725, 2.712, -2.026], [3.353, 2.993, -0.951], [3.090, 2.859, -2.689], [5.805, 0.190, -0.921], [4.937, -1.356, -0.924], [4.707, -0.225, 0.407], [1.221, -0.223, -2.369], [-1.498, 5.969, -3.108], [-1.764, 4.939, -2.048], [-0.750, 4.455, -1.236], [-1.009, 3.511, -0.246], [0.173, 2.887, 0.432], [-2.313, 3.044, -0.014], [-2.457, 2.018, 1.667], [-1.581, 0.428, 1.264], [-1.710, -0.540, 2.246], [-2.120, -0.223, 3.638], [-2.216, -1.139, 4.602], [-1.790, -2.559, 4.429], [-1.108, -2.797, 3.061], [-1.425, -1.837, 1.973], [-4.318, 1.378, 1.831], [-4.855, 0.310, 1.111], [-4.141, -0.311, -0.051], [-6.114, -0.182, 1.453], [-6.861, 0.368, 2.478], [-8.215, -0.176, 2.836], [-6.332, 1.458, 3.162], [-5.080, 1.971, 2.854], [-4.595, 3.173, 3.623], [-3.349, 3.538, -0.819], [-4.797, 3.139, -0.698], [-3.047, 4.453, -1.828], [-0.436, 6.020, -3.350], [-1.809, 6.962, -2.776], [-2.045, 5.748, -4.026], [0.273, 4.782, -1.390], [1.075, 3.487, 0.316], [0.381, 1.941, -0.141], [0.031, 2.648, 1.486], [-2.395, 0.795, 3.895], [-2.596, -0.835, 5.572], [-2.601, -3.244, 4.701], [-1.247, -3.826, 2.724], [-1.295, -2.180, 0.959], [-3.539, 0.427, -0.581], [-4.859, -0.754, -0.745], [-3.458, -1.094, 0.288], [-6.517, -1.016, 0.887], [-8.456, -1.054, 2.238], [-8.996, 0.569, 2.669], [-8.259, -0.463, 3.888], [-6.908, 1.920, 3.956], [-5.360, 3.498, 4.328], [-4.365, 4.013, 2.963], [-3.680, 2.963, 4.181], [-5.138, 3.064, 0.334], [-4.984, 2.163, -1.155], [-5.418, 3.875, -1.208], [-3.857, 4.811, -2.455], [-0.004, -2.044, 6.268], [0.683, -0.926, 6.042], [1.101, -0.534, 4.693], [0.970, -1.316, 3.612], [0.294, -2.665, 3.762], [-0.430, -2.893, 5.119], [1.686, -0.800, 1.913], [2.769, -2.329, 1.478], [3.845, -2.734, 2.273], [4.601, -3.857, 1.971], [4.292, -4.621, 0.854], [3.226, -4.246, 0.052], [2.481, -3.115, 0.362], [2.961, 0.559, 2.399], [3.080, 1.702, 1.614], [4.005, 2.704, 1.881], [4.855, 2.585, 2.967], [4.761, 1.461, 3.778], [3.829, 0.475, 3.497], [-0.281, -2.326, 7.278], [0.969, -0.285, 6.869], [1.576, 0.436, 4.608], [0.995, -3.451, 3.467], [-0.419, -3.952, 5.393], [4.113, -2.161, 3.151], [5.431, -4.138, 2.610], [4.879, -5.500, 0.612], [2.970, -4.829, -0.824], [1.664, -2.835, -0.291], [2.433, 1.801, 0.751], [4.071, 3.569, 1.233], [5.582, 3.358, 3.184], [5.411, 1.357, 4.639], [3.763, -0.373, 4.166]]}

=====

Record 3
{"formula": "C2H3NOS2", "method": "wB97M-V/def2-TZVPD", "smiles": "c1csso[nH]1", "lumo_energy_ev": -0.413, "de_lowest_kcal_mol": 80.86, "species": ["C", "C", "S", "S", "O", "N", "H", "H", "H"], "positions_angstrom": [[0.763, 0.100, -0.005], [0.100, 1.257, -0.042], [-1.652, 1.259, -0.284], [-2.149, -0.474, 0.630], [-0.965, -1.488, -0.607], [0.339, -1.147, -0.308], [1.838, 0.220, 0.345], [0.672, 2.055, 0.320], [1.054, -1.782, -0.050]]}